<w>
The following is a DFT calculation (ωB97M-V/def2-TZVPD) of one molecule with the formula C4H6F2.

Last column: Löwdin charge in e.
Element x y z (Å)
C 1.2137 1.4285 -0.7417  -0.039
C 0.9602 0.5137 0.1783  -0.041
C -1.0860 -0.9943 -0.4963  -0.030
C 0.4310 -1.2248 -0.3556  -0.476
F 0.7894 -2.1057 0.6238  0.052
F 1.0238 -1.6816 -1.4662  0.080
H 1.2769 2.5492 -0.6634  0.080
H 1.0969 1.1172 -1.7179  0.023
H 0.7251 0.6503 1.2662  0.096
H -1.5377 -0.4629 -1.3642  0.093
H -1.3197 -0.1867 0.2623  0.082
H -1.8612 -1.7520 -0.2893  0.080

Computed properties:
frontier orbital gap	0.415	Ha
HOMO level	-10.3	eV
structure (SMILES)	C=CC(C)(F)F

***

<x>
The following is a DFT calculation (ωB97M-V/def2-TZVPD) of one molecule with the formula C4H6F2.

Last column: Löwdin charge in e.
Element x y z (Å)
C -1.5648 1.1377 0.1170  -0.005
C -0.6281 -0.0735 0.0256  -0.347
C 0.6657 -0.0716 -0.0718  -0.268
C 1.5179 1.2122 -0.0714  0.002
H -1.4601 1.6272 -0.8786  0.089
H -2.5417 0.5992 0.2355  0.097
H -1.2734 1.8882 0.8788  0.086
H 2.4660 0.8491 -0.4403  0.080
H 1.5673 1.5678 0.8923  0.052
H 1.1830 1.9721 -0.7678  0.081
F -1.3213 -1.1742 -0.1276  0.087
F 1.3341 -1.2405 0.1370  0.048

Computed properties:
frontier orbital gap	0.366	Ha
HOMO level	-9.1	eV
structure (SMILES)	C/C(F)=C(\C)F

***

Which of them is the least stable? Correct choice: <w>.

***

<w>
The following is a DFT calculation (ωB97M-V/def2-TZVPD) of a 2-piece molecular cluster, C4H11NO overall.

Last column: Mulliken spin population.
Element x y z (Å)
C 1.6907 0.0668 1.9412  0.013
C 1.0213 1.1903 1.2265  0.068
C 1.6270 1.8030 0.1827  0.206
H 2.0804 -0.6108 1.1607  0.003
H 1.0213 -0.5958 2.4810  0.001
H 2.5144 0.3581 2.5959  0.009
H 0.0693 1.5629 1.5517  -0.006
H 1.2338 2.7462 -0.1769  0.000
H 2.5690 1.5324 -0.2593  0.001
N -0.7590 -1.5222 -1.8325  0.536
C -1.1543 -0.4015 -1.0845  0.047
O -2.1902 -0.6839 -0.2045  0.022
H 0.0656 -1.3493 -2.3973  -0.007
H -0.7693 -2.4314 -1.3865  -0.012
H -1.5009 0.3904 -1.7609  0.037
H -0.2565 -0.1709 -0.4458  0.075
H -2.8774 -1.1795 -0.6798  0.005

Computed properties:
frontier orbital gap (alpha / beta)	0.410 / 0.160	Ha
charge	+1
multiplicity	2
HOMO level (alpha / beta)	-14.3 / -13.2	eV
<S²>	0.76

***

<x>
The following is a DFT calculation (ωB97M-V/def2-TZVPD) of a 2-piece molecular cluster, C4H11NO overall.

Last column: Mulliken spin population.
Element x y z (Å)
C -0.0054 -1.9302 -0.9963  0.007
N -0.6120 0.9187 -0.6855  0.240
C -0.7078 0.0964 0.3756  0.232
C -0.3641 -1.2552 0.2594  0.371
C -1.3141 0.6618 1.6218  0.033
H 0.4830 -1.2596 -1.7002  -0.002
H 0.6330 -2.7899 -0.8031  0.019
H -0.9350 -2.3087 -1.4491  0.057
H -0.9743 0.5859 -1.5674  0.002
H -0.7618 1.8970 -0.4659  -0.009
H -0.5444 -1.8858 1.1210  0.019
H -2.2906 1.0614 1.3705  0.010
H -0.7073 1.4652 2.0145  0.014
H -1.3811 -0.0879 2.3952  -0.001
H 2.6322 1.4219 0.5212  0.000
H 1.6723 1.2503 -0.7273  0.002
O 2.5250 1.0257 -0.3536  0.004

Computed properties:
frontier orbital gap (alpha / beta)	0.406 / 0.278	Ha
charge	+1
multiplicity	2
HOMO level (alpha / beta)	-14.8 / -15.0	eV
<S²>	0.76

***

<y>
The following is a DFT calculation (ωB97M-V/def2-TZVPD) of a 2-piece molecular cluster, C4H11NO overall.

Last column: Mulliken spin population.
Element x y z (Å)
C -1.3330 -0.3638 1.2243  0.009
C -1.9261 -0.2513 -0.1446  -0.004
N -0.9529 -0.4340 -1.0896  0.008
H -0.8152 0.5603 1.5064  -0.001
H -2.0116 -0.6923 1.9652  0.000
H -0.4089 -1.0010 1.1880  -0.003
H -2.7121 -0.9298 -0.2429  0.000
H -2.3862 0.7945 -0.2715  0.002
H -0.4395 0.4961 -1.3625  0.001
H -1.1657 -0.8981 -1.9837  0.000
C 2.1341 1.3407 -0.0310  0.416
C 2.4314 0.0461 -0.0924  0.199
O 1.5897 -0.8889 -0.5864  0.299
H 2.6993 1.8425 0.7142  0.035
H 1.4573 1.7560 -0.8336  0.028
H 3.2069 -0.4885 0.5826  0.016
H 0.6325 -0.8885 -0.5425  -0.007

Computed properties:
frontier orbital gap (alpha / beta)	0.341 / 0.193	Ha
charge	+1
multiplicity	2
HOMO level (alpha / beta)	-14.0 / -13.9	eV
<S²>	0.76

***

Which of them is the least stable? Correct choice: <y>.

***

<w>
The following is a DFT calculation (ωB97M-V/def2-TZVPD) of an isolated ion of composition C5H16N3 and charge +1.

Last column: Löwdin charge in e.
Element x y z (Å)
C 1.0605 -1.4236 -1.1447  -0.193
N 0.4702 -0.4140 -0.3405  -0.139
C -0.9709 -0.5898 0.2129  -0.171
C -1.3027 0.8347 0.7038  -0.155
C -0.7593 0.8668 2.2719  -0.292
N -1.8244 0.4264 3.1307  -0.061
C 2.0274 -0.5361 -2.0830  -0.130
N 1.2398 0.6875 -2.5308  0.114
H 0.3440 -1.9078 -1.8684  0.139
H 1.6222 -2.2169 -0.5423  0.152
H 1.1780 -0.2282 0.3972  0.151
H -0.9366 -1.3471 0.9095  0.084
H -1.7096 -0.8615 -0.5467  0.120
H -0.7715 1.6767 0.1120  0.111
H -2.4615 0.9998 0.7762  0.135
H -0.0384 0.1148 2.5778  0.091
H -0.2316 1.7795 2.5710  0.105
H -2.6284 1.0497 3.4000  0.096
H -2.2826 -0.4218 2.6597  0.097
H 3.0044 -0.2187 -1.6009  0.142
H 2.5197 -1.0917 -2.8327  0.097
H 0.4364 0.6177 -1.6785  0.171
H 0.7801 0.6093 -3.4699  0.173
H 1.6465 1.6347 -2.4450  0.163

Computed properties:
frontier orbital gap	0.314	Ha
charge	+1
HOMO level	-11.7	eV
structure (SMILES)	NCCCNCC[NH3+]

***

<x>
The following is a DFT calculation (ωB97M-V/def2-TZVPD) of a 2-piece molecular cluster, C5H16N3 overall.

Last column: Löwdin charge in e.
Element x y z (Å)
N 3.4814 0.4195 1.5884  0.018
C -0.4774 -0.8091 -0.2803  0.121
C -1.5484 -0.3750 0.5843  -0.130
C -2.6718 0.4074 -0.1667  -0.245
N -3.6063 0.8457 0.8092  0.017
C 0.9268 -0.6967 0.1151  -0.230
N 1.9314 -0.4764 -0.9025  -0.097
C 1.3877 0.4441 -1.9222  -0.075
H 4.0914 1.0834 2.0469  0.018
H 3.4291 0.7336 0.6280  -0.005
H 3.9379 -0.4765 1.6758  0.017
H -0.7330 -1.6900 -0.8796  0.163
H -2.0196 -1.2585 1.0437  0.171
H -1.1095 0.2477 1.3623  0.135
H -2.2436 1.3244 -0.5625  0.129
H -3.1539 -0.1967 -0.9316  0.123
H -4.0994 0.1521 1.3434  0.091
H -4.1077 1.6801 0.5694  0.091
H 1.1621 -1.6880 0.5495  0.186
H 1.0820 0.0002 0.9426  0.112
H 2.0729 -1.3749 -1.3484  0.115
H 1.2343 1.4250 -1.4694  0.096
H 2.0832 0.5509 -2.7403  0.094
H 0.3794 0.1021 -2.2270  0.083

Computed properties:
frontier orbital gap	0.222	Ha
charge	+1
HOMO level	-12.9	eV

***

Which of them is the least stable? Correct choice: <x>.

***

<w>
The following is a DFT calculation (ωB97M-V/def2-TZVPD) of a 2-piece molecular cluster, C5H16N3 overall.

Last column: Löwdin charge in e.
Element x y z (Å)
C -1.5284 -1.9557 -0.0836  -0.051
C -1.4517 -0.4471 -0.2337  -0.202
N -2.4682 0.0224 -1.2460  -0.009
C -2.5222 1.5085 -1.4096  0.017
H -1.3008 -2.4330 -1.0389  0.093
H -0.8052 -2.2862 0.6558  0.088
H -2.5314 -2.2595 0.2179  0.090
H -1.6703 0.0871 0.6893  0.135
H -0.4852 -0.1201 -0.6084  0.114
H -3.3846 -0.3330 -0.9717  0.180
H -2.2472 -0.4241 -2.1419  0.185
H -2.7771 1.9531 -0.4528  0.109
H -3.2804 1.7483 -2.1500  0.109
H -1.5470 1.8475 -1.7460  0.110
C 1.4934 -0.0135 1.4697  -0.134
N 2.9037 0.2391 1.7072  -0.073
C 3.6476 0.7353 0.6570  -0.352
N 4.8774 0.4490 0.5141  0.081
H 1.0293 -0.2671 2.4213  0.086
H 1.0326 0.9050 1.1017  0.071
H 1.3259 -0.8247 0.7505  0.067
H 3.3820 -0.5185 2.1813  0.129
H 3.0912 1.4159 0.0078  0.117
H 5.2165 0.9714 -0.2911  0.039

Computed properties:
frontier orbital gap	0.292	Ha
charge	+1
HOMO level	-11.5	eV

***

<x>
The following is a DFT calculation (ωB97M-V/def2-TZVPD) of an isolated ion of composition C5H16N3 and charge +1.

Last column: Löwdin charge in e.
Element x y z (Å)
N -0.9184 2.3052 1.3752  0.154
C -2.3175 1.8185 0.9969  -0.154
C -2.2388 0.8688 -0.2673  -0.140
N -0.6483 0.6047 -0.6115  -0.081
C -0.2062 -0.7799 -0.1032  -0.205
C 1.2097 -0.8177 -0.6173  -0.259
N 1.9528 -1.8886 0.1447  -0.145
C 3.1896 -2.3145 -0.5330  -0.138
H -0.2189 1.3996 1.5271  0.234
H -0.5580 2.7549 0.4760  0.189
H -0.8311 2.8645 2.1324  0.099
H -2.9290 1.3173 1.9044  0.172
H -2.9201 2.6558 0.6164  0.113
H -3.0552 0.1229 -0.3522  0.112
H -2.6546 1.5193 -1.1605  0.131
H -0.5368 0.6955 -1.6552  0.124
H -0.1621 -0.8630 0.9696  0.111
H -0.7621 -1.5290 -0.5421  0.092
H 1.2372 -1.0106 -1.6758  0.102
H 1.7297 0.2005 -0.4974  0.137
H 1.3416 -2.6860 0.2205  0.089
H 3.6567 -1.4551 -1.0316  0.070
H 2.9361 -2.8242 -1.5490  0.098
H 3.7037 -2.9592 0.2328  0.098

Computed properties:
frontier orbital gap	0.303	Ha
charge	+1
HOMO level	-11.7	eV
structure (SMILES)	CNCCNCC[NH3+]

***

<y>
The following is a DFT calculation (ωB97M-V/def2-TZVPD) of a 2-piece molecular cluster, C5H16N3 overall.

Last column: Löwdin charge in e.
Element x y z (Å)
C 0.3096 2.1750 0.4613  -0.096
N -0.2647 1.0498 -0.2395  -0.369
C -1.7372 1.1874 -0.1285  -0.046
C 0.1095 1.1683 -1.6282  -0.089
H -0.0516 2.3001 1.5036  0.101
H 0.0236 3.1208 -0.0307  0.106
H 1.4224 2.0984 0.5529  0.112
H -2.2492 0.2301 -0.3139  0.080
H -1.9192 1.5293 0.9032  0.101
H -2.0534 1.9222 -0.8889  0.109
H -0.4119 0.3804 -2.1884  0.106
H 1.1894 1.0213 -1.8187  0.108
H -0.1604 2.1221 -2.0445  0.091
C 2.1490 -1.4913 0.4785  -0.026
N 0.6783 -1.3020 0.3868  -0.002
C -0.0674 -2.3420 0.5016  -0.205
N -1.3995 -2.4027 0.4843  0.149
H 2.5800 -0.8030 1.1872  0.088
H 2.5101 -1.3535 -0.5348  0.090
H 2.3441 -2.5137 0.8101  0.086
H 0.2369 -0.1899 0.2611  0.119
H 0.4574 -3.3047 0.5958  0.156
H -1.8771 -1.4778 0.6598  0.120
H -1.8188 -3.1245 1.0299  0.112

Computed properties:
frontier orbital gap	0.416	Ha
charge	+1
HOMO level	-13.9	eV

***

<z>
The following is a DFT calculation (ωB97M-V/def2-TZVPD) of a 2-piece molecular cluster, C5H16N3 overall.

Last column: Löwdin charge in e.
Element x y z (Å)
C -0.8306 2.3964 -1.5742  -0.152
C 0.6621 2.6057 -1.7587  -0.178
H -1.0451 1.4363 -1.1095  0.018
H -1.0909 3.2961 -1.0104  0.080
H -1.4656 2.3927 -2.4372  0.066
H 1.0968 2.1872 -2.6809  0.065
H 1.2869 1.9892 -1.0739  0.054
H 1.0138 3.6497 -1.5880  0.083
C -1.0445 -0.7634 1.2973  -0.124
C -1.2379 -0.5334 2.8007  -0.070
C 0.8821 -1.5726 -0.0784  -0.438
N 0.3348 -1.4749 1.1182  0.091
N 0.3773 -1.0765 -1.2204  0.221
N 1.9189 -2.4287 -0.1979  0.186
H -1.8163 -1.5306 1.1506  0.131
H -0.8376 0.0400 0.5989  0.085
H -1.2648 -1.5201 3.2776  0.090
H -2.2963 -0.3351 2.9362  0.087
H 0.8425 -1.7237 1.9512  0.151
H -0.1385 -0.1962 -1.1400  0.079
H 0.6733 -1.3598 -2.1323  0.133
H 2.1049 -3.0402 0.6295  0.155
H 2.4413 -2.5756 -1.0298  0.116
H -0.5666 0.1377 3.2715  0.072

Computed properties:
frontier orbital gap	0.426	Ha
charge	+1
HOMO level	-14.5	eV

***

Which of them is the least stable? Correct choice: <x>.

***

<w>
The following is a DFT calculation (ωB97M-V/def2-TZVPD) of a 2-piece molecular cluster, C2H3OPS overall.

Last column: Löwdin charge in e.
Element x y z (Å)
C 0.2667 -2.0568 -0.2304  -0.524
C 0.5338 1.3841 -0.0079  -0.294
O -1.8813 0.3219 0.0893  -0.741
P -1.2650 -2.0194 -0.4618  0.769
S -0.9022 1.2237 0.7559  0.866
H 1.2661 2.0670 0.3892  0.014
H 0.8927 0.7378 -0.7948  0.018
H 1.0892 -1.6582 0.2605  -0.108

Computed properties:
frontier orbital gap (alpha / beta)	0.313 / 0.313	Ha
HOMO level (alpha / beta)	-9.2 / -9.2	eV

***

<x>
The following is a DFT calculation (ωB97M-V/def2-TZVPD) of a 3-piece molecular cluster, C2H3OPS overall.

Last column: Löwdin charge in e.
Element x y z (Å)
C -0.3191 -0.9812 2.6471  -0.005
C 0.7052 -0.3694 2.6595  -0.006
O -3.7315 -0.9763 -4.8839  -0.684
P -0.8910 -0.6081 -4.6712  0.356
S -2.7409 0.1061 -4.9777  0.271
H -1.2159 -1.5273 2.6590  0.006
H 1.6035 0.1719 2.6544  0.005
H -0.1836 1.7512 -5.0634  0.056

Computed properties:
frontier orbital gap (alpha / beta)	0.288 / 0.305	Ha
HOMO level (alpha / beta)	-9.7 / -9.8	eV

***

Which of them is the least stable? Correct choice: <x>.